{
  "formula": "C8H12O2",
  "method": "ωB97M-V/def2-TZVPD",
  "de_lowest_kcal_mol": 24.9,
  "largest_force_ev_per_a": 6.72,
  "species": ["O", "O", "C", "C", "C", "C", "C", "C", "C", "C", "H", "H", "H", "H", "H", "H", "H", "H", "H", "H", "H", "H"],
  "xyz": [[2.65659, -0.59482, 2.06366], [0.45444, -0.98012, 1.72342], [1.57281, -0.28588, 1.56347], [-1.26618, -0.57677, -0.00428], [-0.02447, -0.46177, 0.57520], [-2.33773, -1.43282, 0.64076], [-1.60725, 0.11807, -1.32090], [0.96133, 1.89890, 0.40201], [1.98440, -0.08508, -0.96279], [1.18138, 0.38886, 0.25792], [-1.97005, -1.89515, 1.59773], [-3.25265, -0.86556, 0.80840], [-2.54632, -2.27673, -0.04082], [-2.40879, 0.80824, -1.18640], [-0.70849, 0.57899, -1.72010], [-1.97843, -0.61039, -2.05432], [0.24718, 2.11620, 1.23067], [1.89608, 2.44237, 0.69204], [0.62929, 2.31068, -0.55424], [1.62264, 0.42035, -1.85885], [3.03165, 0.16022, -0.75580], [1.86257, -1.17778, -1.09678]]
}